# 1
The following is a quantum chemistry calculation of 2 unconnected molecules or ions with the total composition C3H7NO3 in a non-equilibrium geometry, from the OMol25 dataset.

## Properties
Max |F|   0.0655 Eh/bohr
SMILES string   O=CCNC=O.O
Net charge   0
Relative energy (zero: lowest compared OMol25 entry of this formula, charge and spin)   2.083 eV
Kohn-Sham gap   10.00 eV
Lowest unoccupied orbital energy   0.48 eV

Each line ends with the Löwdin charge.
Geometry (Å):
O1 0.3084 -2.2536 0.0281  0.07
C1 -0.7489 -1.7138 0.0943  -0.22
C2 -0.9282 -0.1659 -0.2038  -0.15
N1 0.1904 0.2618 -0.9317  0.01
C3 0.0837 0.9052 -2.1691  -0.35
O2 -0.8727 1.1485 -2.8502  0.04
H1 -1.7134 -2.2082 0.1348  0.11
H2 -1.8235 -0.2187 -0.7845  0.11
H3 -0.9072 0.3306 0.7599  0.12
H4 1.1281 0.1024 -0.5732  0.14
H5 1.1131 1.1739 -2.4850  0.13
O3 1.3256 1.0952 2.6668  -0.08
H6 1.9994 0.3838 2.8072  0.06
H7 0.8451 1.1588 3.5064  0.04

***

# 2
The following is a quantum chemistry calculation of C3H7NO3 in the gas phase in a non-equilibrium geometry, from the OMol25 dataset.

## Properties
Max |F|   0.0710 Eh/bohr
SMILES string   O=CN(O)CCO
Net charge   0
Relative energy (zero: lowest compared OMol25 entry of this formula, charge and spin)   6.209 eV
Kohn-Sham gap   9.19 eV
Lowest unoccupied orbital energy   0.19 eV

Each line ends with the Löwdin charge.
Geometry (Å):
O1 2.8975 -0.6633 0.4588  0.14
C1 2.3850 -0.2126 -0.4847  -0.07
N1 0.5582 -0.2674 -0.6095  -0.21
O2 0.2838 -1.6565 -0.4491  -0.08
C2 -0.0597 0.5228 0.4385  -0.23
C3 -1.5873 0.4120 0.4259  -0.26
O3 -2.1393 0.9003 -0.7811  -0.07
H1 1.9425 0.2763 -1.3729  0.14
H2 0.7397 -1.9388 0.3675  0.09
H3 0.2221 1.5625 0.2456  0.13
H4 0.3202 0.2361 1.4352  0.12
H5 -1.8715 -0.6335 0.5970  0.11
H6 -2.0024 1.0218 1.2309  0.12
H7 -1.6888 0.4404 -1.5019  0.08

***

# 3
The following is a quantum chemistry calculation of 2 unconnected molecules or ions with the total composition C3H7NO3S in a non-equilibrium geometry, from the OMol25 dataset.

## Properties
Max |F|   0.1542 Eh/bohr
Net charge   0
Relative energy (zero: lowest compared OMol25 entry of this formula, charge and spin)   2.998 eV
Kohn-Sham gap (spin up / spin down)   5.99 / 6.72 eV
Lowest unoccupied orbital energy (spin up / spin down)   0.83 / -2.75 eV
2S+1   3

Each line ends with the Löwdin charge.
Geometry (Å):
C1 2.5101 -0.9404 0.0469  -0.26
C2 -0.7557 0.7450 0.5817  -0.80
C3 -1.3569 1.3454 -0.5971  -0.02
N1 -1.0451 -0.5317 1.1292  0.16
O1 1.7233 0.1944 1.6761  -0.48
O2 -0.4492 1.6879 1.4880  -0.22
O3 1.6211 -0.9583 -0.7856  -0.10
S1 0.9610 1.1834 0.8702  0.96
H1 3.1561 -0.0343 0.0848  0.08
H2 2.7632 -1.8143 0.6932  0.10
H3 -1.6833 0.6680 -1.2630  0.05
H4 -0.5645 1.9669 -1.0822  0.10
H5 -2.1648 2.0644 -0.3015  0.12
H6 -0.3215 -0.7418 1.9137  0.14
H7 -1.1551 -1.2790 0.3563  0.16

***

# 4
The following is a quantum chemistry calculation of a molecular structure, C3H7NO6S2 in a non-equilibrium geometry, from the OMol25 dataset.

## Properties
Max |F|   0.0722 Eh/bohr
Net charge   0
Kohn-Sham gap (spin up / spin down)   6.11 / 7.30 eV
Lowest unoccupied orbital energy (spin up / spin down)   -0.97 / -3.62 eV
2S+1   3

Each line ends with the Löwdin charge.
Geometry (Å):
C1 0.6200 -0.4575 1.7111  -0.11
C2 -2.0312 0.8196 -1.4969  -0.09
C3 2.7968 -1.3974 -0.2148  0.04
N1 2.9514 -0.1943 -0.8205  -0.43
O1 4.0154 0.2846 -1.2013  0.08
O2 1.8527 0.4673 -0.7189  -0.08
O3 0.6718 -2.6750 0.4375  -0.35
O4 -0.2604 -0.8487 -0.8358  -0.49
O5 -2.5775 -1.7069 -1.6272  -0.25
O6 -2.2517 -0.7375 0.6741  -0.29
S1 1.0273 -1.3253 0.1510  0.84
S2 -1.9463 -0.8173 -0.7312  0.64
H1 1.2571 -0.9014 2.4765  0.06
H2 1.0159 0.5295 1.5402  0.05
H3 -0.3564 -0.6653 2.2246  0.10
H4 -2.9795 1.0532 -1.1628  0.03
H5 -1.2108 1.5427 -1.2583  0.10
H6 -2.0140 0.7690 -2.5272  0.04
H7 3.0214 -2.3795 -0.4772  0.10